1.
{"formula": "C48H124N4O16", "method": "ωB97M-V with the def2-TZVPD basis set", "fmax_ha_per_bohr": 0.055, "lumo_ev": 0.227, "total_charge": 0, "homo_lumo_gap_ev": 9.035, "spin_multiplicity": 1, "homo_energy_ev": -8.808, "energy_ha": -3325.723469, "symbols": ["C", "O", "C", "C", "N", "C", "C", "O", "C", "H", "H", "H", "H", "H", "H", "H", "H", "H", "H", "H", "H", "H", "H", "H", "C", "O", "C", "C", "N", "C", "C", "O", "C", "H", "H", "H", "H", "H", "H", "H", "H", "H", "H", "H", "H", "H", "H", "H", "C", "O", "C", "C", "N", "C", "C", "O", "C", "H", "H", "H", "H", "H", "H", "H", "H", "H", "H", "H", "H", "H", "H", "H", "C", "O", "C", "C", "N", "C", "C", "O", "C", "H", "H", "H", "H", "H", "H", "H", "H", "H", "H", "H", "H", "H", "H", "H", "C", "C", "C", "O", "H", "H", "H", "H", "H", "H", "H", "H", "C", "C", "C", "O", "H", "H", "H", "H", "H", "H", "H", "H", "C", "C", "C", "O", "H", "H", "H", "H", "H", "H", "H", "H", "C", "C", "C", "O", "H", "H", "H", "H", "H", "H", "H", "H", "C", "C", "C", "O", "H", "H", "H", "H", "H", "H", "H", "H", "C", "C", "C", "O", "H", "H", "H", "H", "H", "H", "H", "H", "C", "C", "C", "O", "H", "H", "H", "H", "H", "H", "H", "H", "C", "C", "C", "O", "H", "H", "H", "H", "H", "H", "H", "H"], "coordinates": [[7.806, -3.150, -1.658], [7.952, -1.871, -2.309], [8.175, -1.924, -3.731], [8.478, -0.520, -4.293], [7.261, 0.319, -4.053], [7.509, 1.729, -4.496], [6.342, 2.621, -4.077], [6.427, 2.734, -2.617], [5.718, 3.851, -2.128], [7.492, -3.098, -0.615], [8.674, -3.809, -1.640], [7.031, -3.799, -2.065], [7.354, -2.485, -4.178], [9.076, -2.530, -3.817], [8.628, -0.625, -5.368], [9.369, -0.143, -3.791], [7.009, 0.193, -3.083], [7.556, 1.789, -5.583], [8.465, 2.088, -4.114], [5.391, 2.197, -4.396], [6.449, 3.595, -4.554], [6.329, 4.704, -2.421], [5.765, 3.848, -1.039], [4.692, 3.922, -2.492], [-15.787, -5.566, 2.067], [-14.684, -4.722, 1.909], [-14.930, -3.358, 2.225], [-13.728, -2.474, 1.975], [-12.708, -2.621, 2.981], [-11.563, -1.791, 2.714], [-10.519, -2.101, 3.777], [-10.010, -3.393, 3.546], [-8.942, -3.689, 4.355], [-16.069, -5.531, 3.119], [-15.533, -6.592, 1.801], [-16.621, -5.289, 1.422], [-15.433, -3.093, 3.155], [-15.626, -2.992, 1.471], [-14.068, -1.441, 1.905], [-13.377, -2.669, 0.962], [-12.343, -3.559, 2.898], [-11.852, -0.754, 2.537], [-11.187, -2.137, 1.751], [-11.012, -2.053, 4.748], [-9.779, -1.310, 3.655], [-8.102, -2.999, 4.274], [-8.682, -4.681, 3.987], [-9.224, -3.867, 5.393], [10.880, 1.123, 2.063], [11.507, 0.984, 3.339], [11.045, -0.140, 4.135], [11.779, -0.152, 5.427], [11.423, 1.065, 6.170], [12.201, 0.957, 7.380], [12.589, 2.392, 7.819], [13.374, 2.974, 6.804], [13.496, 4.366, 7.038], [11.044, 0.272, 1.401], [11.379, 1.910, 1.498], [9.808, 1.304, 2.140], [11.235, -1.114, 3.684], [9.959, -0.150, 4.221], [12.858, -0.243, 5.308], [11.517, -1.037, 6.006], [11.911, 1.818, 5.706], [13.125, 0.378, 7.365], [11.606, 0.453, 8.142], [13.067, 2.494, 8.793], [11.619, 2.886, 7.884], [14.295, 4.626, 6.344], [13.837, 4.574, 8.052], [12.630, 4.957, 6.741], [1.991, -1.194, -0.176], [0.921, -0.652, 0.539], [0.749, 0.755, 0.311], [-0.664, 1.218, 0.787], [-1.703, 0.710, -0.099], [-2.960, 1.052, 0.572], [-4.113, 0.229, -0.006], [-3.836, -1.139, 0.222], [-4.900, -2.042, -0.263], [1.650, -1.433, -1.183], [2.327, -2.111, 0.308], [2.863, -0.557, -0.328], [0.772, 1.072, -0.731], [1.480, 1.437, 0.745], [-0.551, 2.301, 0.734], [-0.807, 0.910, 1.823], [-1.595, -0.290, -0.192], [-3.078, 2.130, 0.455], [-2.992, 0.896, 1.651], [-4.112, 0.489, -1.065], [-5.032, 0.571, 0.470], [-5.841, -1.799, 0.230], [-4.732, -3.075, 0.043], [-4.914, -1.999, -1.352], [-0.552, 4.070, -6.002], [-1.083, 4.025, -4.551], [-1.922, 5.231, -4.111], [-1.861, 2.826, -4.389], [0.018, 3.157, -6.173], [0.025, 4.986, -6.126], [-1.252, 4.169, -6.832], [-0.301, 3.925, -3.798], [-1.283, 6.046, -3.771], [-2.614, 4.964, -3.312], [-2.436, 5.573, -5.009], [-1.811, 2.548, -3.471], [-2.169, -6.088, 0.897], [-1.015, -5.657, 0.062], [-0.323, -6.861, -0.560], [-1.522, -4.937, -0.984], [-2.964, -6.679, 0.443], [-2.616, -5.207, 1.359], [-1.786, -6.705, 1.710], [-0.353, -4.998, 0.624], [-1.073, -7.471, -1.064], [0.180, -7.457, 0.201], [0.432, -6.555, -1.284], [-2.149, -4.299, -0.637], [1.618, -2.076, -7.301], [2.783, -2.155, -6.362], [3.110, -3.627, -5.967], [3.910, -1.605, -6.998], [1.448, -1.099, -7.753], [0.757, -2.197, -6.643], [1.721, -2.739, -8.159], [2.531, -1.608, -5.454], [2.158, -4.115, -5.761], [3.633, -3.595, -5.011], [3.642, -4.197, -6.729], [4.646, -1.413, -6.412], [-4.497, 1.032, -8.576], [-5.620, 1.013, -7.577], [-5.805, -0.292, -6.722], [-5.542, 2.152, -6.750], [-4.702, 0.421, -9.456], [-3.529, 0.669, -8.230], [-4.295, 2.019, -8.994], [-6.591, 1.123, -8.060], [-4.864, -0.648, -6.303], [-6.121, -1.035, -7.454], [-6.585, -0.300, -5.961], [-4.997, 1.910, -5.998], [0.454, 7.510, 5.161], [1.485, 6.391, 5.307], [0.891, 5.082, 5.931], [1.967, 6.129, 3.981], [-0.112, 7.605, 6.088], [-0.181, 7.271, 4.308], [0.913, 8.490, 5.026], [2.308, 6.755, 5.923], [0.053, 4.771, 5.307], [0.619, 5.375, 6.945], [1.668, 4.319, 5.984], [2.468, 6.935, 3.834], [-6.335, -7.032, -6.083], [-5.447, -8.117, -5.511], [-6.121, -8.935, -4.406], [-5.146, -9.044, -6.561], [-7.342, -7.420, -6.240], [-6.023, -6.575, -7.022], [-6.373, -6.183, -5.401], [-4.539, -7.643, -5.137], [-7.122, -9.087, -4.810], [-6.170, -8.481, -3.416], [-5.596, -9.885, -4.308], [-4.847, -8.466, -7.266], [6.648, 3.019, 7.725], [5.989, 1.914, 6.866], [5.962, 2.204, 5.359], [6.675, 0.672, 7.119], [6.433, 2.762, 8.762], [6.175, 3.973, 7.491], [7.702, 3.240, 7.556], [4.939, 1.796, 7.133], [5.502, 3.156, 5.094], [5.412, 1.429, 4.825], [6.971, 2.235, 4.949], [7.612, 0.747, 6.923], [-5.512, 6.691, 2.039], [-6.793, 5.927, 2.029], [-7.307, 5.643, 0.630], [-6.500, 4.682, 2.757], [-4.748, 6.373, 1.329], [-5.098, 6.616, 3.045], [-5.719, 7.758, 1.962], [-7.543, 6.442, 2.628], [-7.522, 6.545, 0.057], [-8.232, 5.069, 0.690], [-6.608, 5.026, 0.065], [-6.562, 4.932, 3.681]]}

---

2.
{"formula": "C16H13CoF5O3S", "method": "ωB97M-V with the def2-TZVPD basis set", "fmax_ha_per_bohr": 0.003, "lumo_ev": [-0.827, -0.284], "total_charge": 0, "homo_lumo_gap_ev": [7.557, 8.209], "spin_multiplicity": 2, "homo_energy_ev": [-8.385, -8.492], "energy_ha": -3123.495062, "symbols": ["Co", "C", "C", "C", "C", "C", "C", "H", "H", "H", "H", "H", "H", "C", "C", "C", "O", "C", "O", "O", "H", "H", "H", "H", "H", "H", "H", "F", "C", "C", "F", "C", "F", "C", "S", "C", "F", "C", "F"], "coordinates": [[-0.544, 0.552, -0.458], [-1.014, 3.460, 0.626], [-2.031, 3.280, 1.537], [-3.148, 2.506, 1.200], [-3.239, 1.919, -0.045], [-2.213, 2.104, -0.986], [-1.092, 2.871, -0.644], [-0.154, 4.066, 0.879], [-1.973, 3.743, 2.513], [-3.952, 2.383, 1.915], [-4.113, 1.342, -0.317], [-2.326, 1.732, -1.996], [-0.341, 3.097, -1.389], [-0.651, -1.159, 3.284], [0.046, -0.636, 2.049], [1.447, -0.126, 2.327], [-0.710, 0.513, 1.521], [0.114, -1.699, 0.939], [0.415, -2.837, 1.218], [-0.127, -1.251, -0.259], [-0.661, -0.401, 4.070], [-0.123, -2.040, 3.640], [-1.675, -1.465, 3.056], [1.426, 0.640, 3.103], [1.891, 0.293, 1.421], [2.070, -0.957, 2.655], [-1.625, 0.466, 1.826], [3.555, -4.139, -3.072], [2.815, -3.039, -2.942], [1.743, -2.820, -3.789], [1.452, -3.717, -4.734], [0.982, -1.674, -3.649], [-0.049, -1.508, -4.482], [1.261, -0.721, -2.679], [0.273, 0.725, -2.505], [2.346, -0.969, -1.850], [2.659, -0.107, -0.875], [3.118, -2.108, -1.966], [4.147, -2.317, -1.144]]}

---

3.
{"formula": "C18H32GaO8", "method": "ωB97M-V with the def2-TZVPD basis set", "fmax_ha_per_bohr": 0.092, "lumo_ev": 2.360, "total_charge": -1, "homo_lumo_gap_ev": 7.219, "spin_multiplicity": 1, "homo_energy_ev": -4.859, "energy_ha": -3231.422780, "symbols": ["C", "C", "O", "C", "Ga", "C", "O", "C", "C", "C", "C", "C", "C", "H", "H", "H", "H", "H", "H", "H", "H", "H", "H", "H", "H", "H", "H", "H", "H", "C", "C", "O", "C", "O", "O", "C", "H", "H", "H", "H", "H", "H", "H", "H", "C", "C", "O", "C", "O", "O", "C", "H", "H", "H", "H", "H", "H", "H", "H"], "coordinates": [[1.814, 2.091, 0.069], [0.244, 1.612, -0.053], [-0.565, 2.613, 0.671], [-0.074, 0.140, 0.603], [0.036, -1.429, -0.799], [-0.667, -0.775, -2.632], [0.302, -0.852, -3.737], [1.475, 0.008, -3.516], [1.589, 1.608, -3.914], [2.961, 2.495, -3.629], [4.274, 1.765, -2.923], [4.238, 0.169, -2.550], [2.854, -0.659, -2.850], [1.967, 3.069, -0.578], [1.978, 2.389, 1.213], [2.589, 1.255, -0.276], [-0.051, 1.615, -1.185], [-0.460, 2.461, 1.659], [0.655, -0.072, 1.503], [-1.176, 0.074, 1.034], [1.511, -2.045, -0.826], [-0.962, -2.593, -0.248], [-1.173, 0.284, -2.499], [-1.560, -1.511, -2.926], [0.691, 2.173, -4.419], [3.045, 3.645, -3.913], [5.245, 2.391, -2.697], [5.163, -0.371, -2.051], [2.759, -1.823, -2.602], [1.111, -7.932, 2.119], [0.735, -8.638, 0.829], [0.214, -7.706, -0.126], [1.139, -6.970, -0.792], [2.350, -7.044, -0.656], [0.483, -6.118, -1.618], [1.339, -5.223, -2.322], [0.266, -7.348, 2.500], [1.416, -8.654, 2.881], [1.935, -7.229, 1.961], [-0.061, -9.363, 1.031], [1.581, -9.196, 0.411], [2.133, -5.761, -2.850], [1.764, -4.491, -1.628], [0.736, -4.689, -3.063], [-3.468, 4.376, 1.141], [-2.528, 4.561, 2.319], [-2.630, 5.891, 2.843], [-3.695, 6.124, 3.649], [-4.548, 5.310, 3.966], [-3.663, 7.427, 4.021], [-4.781, 7.830, 4.809], [-3.299, 5.152, 0.387], [-3.321, 3.396, 0.680], [-4.514, 4.457, 1.451], [-1.494, 4.430, 1.983], [-2.709, 3.816, 3.102], [-4.920, 7.170, 5.671], [-5.683, 7.854, 4.191], [-4.588, 8.841, 5.180]]}